Entry 1:
Computed, not measured: a molecular structure, C25H40N2O6S3Sb, with ωB97M-V with the def2-TZVPD basis set.

Calculated values
HOMO-LUMO gap	0.23060	Ha
E_HOMO	-0.19180	hartree
lowest unoccupied orbital energy	1.1	eV
charge	-1
strongest force on any atom	0.0578	hartree/bohr
DFT total energy	-2972.2633	Eh
energy relative to the best compared isomer or geometry (same formula, charge and spin)	35.3	kcal per mole

Each line ends with the Löwdin charge.
Atoms and positions in Å:
Sb  -0.26727  0.75369  0.58622  1.34
S  1.71978  1.99481  -4.07168  0.88
S  4.41657  2.21754  -5.23751  0.69
S  -0.76808  3.19142  1.04319  0.50
O  0.15696  4.07933  0.31695  -0.43
O  3.68658  3.29204  0.67518  0.06
O  -2.10576  3.43378  0.47742  -0.45
O  -2.26146  0.48707  0.20200  -0.42
O  2.58627  4.28029  2.34216  0.07
O  -0.14507  -2.08769  3.59643  -0.12
N  2.47916  0.59012  -8.77828  0.06
N  2.38755  1.52155  -6.74424  -0.14
C  2.13114  -6.22300  5.60537  -0.10
C  -2.54236  -0.45860  -0.79375  -0.38
C  1.15436  1.75191  -7.34421  -0.08
C  -3.70092  0.06686  -1.67771  -0.19
C  2.83780  1.87738  -5.45482  -1.07
C  -3.48108  1.49707  -2.22131  -0.26
C  1.14430  0.29286  -3.67277  -0.44
C  0.39747  -4.52885  5.42774  -0.04
C  2.25948  1.90504  2.21985  -0.17
C  1.23045  1.19463  -8.57955  -0.14
C  -0.68799  0.12239  2.65471  -0.25
C  1.88845  0.97706  1.01711  -0.31
C  2.85373  3.24068  1.77450  -0.50
C  -2.52968  -1.50491  3.34973  -0.03
C  -4.75317  2.39907  -2.22091  -0.11
C  0.63959  -4.35983  4.07015  -0.18
C  0.18076  1.29548  -1.52943  -0.33
C  1.09179  0.17894  -2.12002  -0.36
C  -0.91201  3.66437  2.79722  -0.19
C  1.13604  -5.43819  6.17573  -0.10
C  1.65295  -5.13869  3.50916  -0.05
C  2.39243  -6.04922  4.24369  -0.10
C  -0.13561  -3.42730  3.15457  -0.19
C  -1.08203  -1.36426  2.76840  -0.45
C  3.11583  0.83792  -7.67322  -0.22
H  0.45957  1.15652  -9.34512  0.10
H  -0.39461  4.62691  2.93060  0.06
H  1.47041  2.05035  2.96321  0.08
H  2.26146  -0.03419  1.25678  0.06
H  -0.57806  2.89942  3.50822  0.03
H  0.15212  0.15716  -4.12457  0.07
H  3.16295  -6.67364  3.78568  0.10
H  0.67902  -0.81364  -1.87465  0.07
H  2.40966  1.31952  0.11504  0.04
H  0.32271  2.28082  -6.89242  0.11
H  -1.15223  -3.85710  3.02965  0.13
H  -2.70360  2.04565  -1.66857  0.07
H  0.33203  -3.48745  2.15125  0.12
H  3.31715  3.95167  0.06968  0.12
H  -3.22363  -1.86938  2.57504  0.08
H  -1.97466  3.85987  3.01466  0.05
H  2.69038  -6.94411  6.20401  0.10
H  -0.00901  -0.94454  0.17123  0.00
H  -2.94743  -1.36503  -0.28238  0.10
H  -3.09449  1.43240  -3.25892  0.09
H  1.89425  -5.04784  2.44544  0.11
H  -0.72012  1.30474  -2.15899  0.05
H  0.92015  -5.57775  7.23840  0.10
H  -0.37907  -3.94945  5.93101  0.12
H  -2.88996  -0.58849  3.82781  0.07
H  0.21125  0.25118  3.28639  0.06
H  -4.61914  3.15417  -1.42828  0.07
H  -1.66485  -0.80631  -1.37242  0.08
H  -3.96834  -0.64135  -2.48359  0.10
H  -2.50300  -2.30166  4.11758  0.07
H  -1.46083  0.77240  3.09258  0.04
H  -4.74246  2.98418  -3.15716  0.06
H  -4.59718  0.11326  -1.02914  0.10
H  2.13486  0.25948  -1.78251  0.09
H  -1.08400  -1.81939  1.76302  0.08
H  1.88630  -0.42356  -4.05617  0.08
H  3.09226  1.40066  2.75302  0.12
H  0.70649  2.26067  -1.52988  0.03
H  4.12923  0.45223  -7.59065  0.11
H  -5.69253  1.84888  -2.08299  0.06

---

Entry 2:
Computed, not measured: a molecular structure, C5H12N2S, with ωB97M-V with the def2-TZVPD basis set.

Calculated values
HOMO-LUMO gap	0.32487	Ha
E_HOMO	-0.29687	hartree
lowest unoccupied orbital energy	0.8	eV
strongest force on any atom	0.1628	hartree/bohr
DFT total energy	-705.1268	Eh
energy relative to the best compared isomer or geometry (same formula, charge and spin)	166.9	kcal per mole

Each line ends with the Löwdin charge.
Atoms and positions in Å:
S  -2.71212  0.34138  -0.26821  0.81
N  -0.05426  -0.32156  -0.44030  -0.01
N  1.34476  0.09432  -0.33113  -0.29
C  -0.52195  2.07769  -0.53204  -0.09
C  -2.94327  -1.30969  0.29538  -0.57
C  -0.98223  0.64937  -0.38829  -0.66
C  2.07181  -1.12761  -0.79717  -0.14
C  1.58705  0.52845  1.15914  -0.08
H  3.05860  -0.90477  -0.80606  0.00
H  1.97581  -2.09700  -0.28914  0.06
H  -0.25214  2.43138  0.52501  0.10
H  2.09850  -1.48023  -2.02701  0.15
H  2.73101  0.31816  1.47003  0.09
H  -1.15206  2.45281  -1.16484  0.00
H  1.01723  0.03161  2.12403  0.12
H  -1.96560  -2.21147  0.02334  0.12
H  -3.05148  -1.49227  1.65202  0.11
H  -4.17474  -1.49875  -0.19039  0.10
H  1.40830  1.74183  0.84698  0.11
H  0.51676  1.77634  -0.86135  0.08

---

Entry 3:
Computed, not measured: a molecular structure, C27H57F4MnN5O11PtS4, with ωB97M-V with the def2-TZVPD basis set.

Calculated values
HOMO-LUMO gap (alpha / beta)	0.17646 / 0.16866	Ha
E_HOMO (alpha / beta)	-0.45645 / -0.45646	hartree
spin multiplicity	8
lowest unoccupied orbital energy (alpha / beta)	-7.6 / -7.8	eV
charge	+2
strongest force on any atom	0.0736	hartree/bohr
DFT total energy	-5426.0587	Eh
<S²>	15.763

Each line ends with the Löwdin charge.
Atoms and positions in Å:
Pt  2.35535  0.86375  2.24289  0.86
Mn  -0.00057  -2.68301  6.25025  1.34
S  -1.03000  0.58234  2.49495  0.51
S  2.35411  -1.25883  8.19383  0.50
S  0.10615  0.48864  4.75664  0.50
S  2.91292  -3.47278  6.95289  0.52
F  2.17041  -4.78939  7.41243  -0.16
F  -0.45131  0.22077  1.08852  -0.18
F  1.47341  0.82601  5.40129  -0.13
F  1.16901  -0.21554  7.95619  -0.18
O  3.07701  -3.61514  5.55092  -0.23
O  3.45041  -0.66764  7.55737  -0.20
O  2.35495  -1.49134  9.57194  -0.17
O  -1.70097  1.81060  2.28957  -0.23
O  2.14079  0.61116  -0.07945  -0.12
O  -3.66960  2.65223  0.28858  0.10
O  4.02635  -3.36713  7.80398  -0.18
O  -1.75989  -0.57063  2.87821  -0.23
O  -0.11265  -0.88137  5.18211  -0.37
O  1.84340  -1.23774  -2.44954  -0.03
O  -0.72597  1.52742  5.23322  -0.18
N  -4.50859  1.97754  -0.49336  0.06
N  2.77651  1.87752  0.15222  -0.12
N  1.66845  -2.42361  7.27945  -0.43
N  1.30685  -2.53655  -2.63006  -0.10
N  0.50070  0.70238  3.21178  -0.43
C  1.28213  2.68153  -1.75274  -0.02
C  4.82311  3.22344  0.02820  -0.12
C  -3.50855  2.85445  -2.51446  0.01
C  1.70339  -4.89542  -2.66648  -0.14
C  -5.87377  -0.07305  -1.94408  -0.16
C  0.24901  -5.16500  -2.33171  -0.17
C  -0.71579  -1.67000  -3.50749  -0.04
C  -5.00180  0.92832  -2.69747  -0.12
C  -3.94262  1.56213  -1.77844  -0.45
C  -6.40683  2.37731  0.96135  0.00
C  -2.75023  0.60250  -1.60073  0.01
C  -0.13746  -2.63048  -2.46144  -0.51
C  -6.56988  0.66630  -0.79829  -0.12
C  -5.04080  0.26294  1.19304  0.03
C  3.60444  -3.34609  -2.83571  -0.03
C  4.12134  4.37025  -0.69420  -0.15
C  2.25523  -3.56634  -2.16359  -0.52
C  4.18348  1.86625  -0.28875  -0.53
C  -5.61563  1.30693  0.21251  -0.46
C  0.69228  3.19062  0.58113  -0.04
C  -0.62939  -2.16721  -1.07925  -0.03
C  -0.64338  -4.02738  -2.80442  -0.13
C  2.42387  -3.54632  -0.65492  -0.02
C  4.40841  1.51106  -1.75478  0.00
C  2.62055  4.30209  -0.41116  -0.12
C  1.87732  2.94042  -0.36563  -0.47
C  4.91060  0.84065  0.56861  -0.04
H  -0.54067  -0.60599  -3.32101  0.06
H  -0.74956  -4.13158  -3.89074  0.13
H  -7.31636  1.93421  1.37083  0.11
H  4.53328  5.28170  -0.26345  0.12
H  0.98900  3.07703  1.62634  0.07
H  1.50053  -3.72547  -0.10503  0.06
H  -6.70406  -0.40288  -2.57065  0.13
H  -4.28515  0.73148  1.82795  0.08
H  4.17494  -4.26458  -2.65443  0.10
H  5.85623  3.09178  -0.29206  0.13
H  1.99075  2.41696  -2.54241  0.08
H  -6.84106  3.10739  0.26948  0.10
H  -3.48309  2.75200  -3.59576  0.10
H  -1.70718  -2.31639  -0.99095  0.08
H  0.82287  3.57935  -2.16329  0.10
H  0.11563  -5.36148  -1.25899  0.11
H  2.49649  4.83818  0.53953  0.12
H  -0.30630  -1.13980  -0.92011  0.06
H  -2.21638  0.63553  -2.55060  0.09
H  5.47386  1.50875  -1.97074  0.11
H  3.61854  -3.19540  -3.91161  0.09
H  2.07205  4.99617  -1.05133  0.13
H  -0.18943  -2.74887  -0.26913  0.07
H  2.08564  0.52532  -1.04964  0.07
H  0.30769  4.20743  0.50969  0.10
H  4.39181  -0.12345  0.53919  0.07
H  -7.11440  1.49338  -1.26936  0.13
H  0.02708  -6.14826  -2.75332  0.12
H  -4.26454  3.62596  -2.34548  0.10
H  4.33991  4.35068  -1.76241  0.11
H  -1.66548  -4.19736  -2.45543  0.12
H  4.16883  -2.59583  -2.27769  0.08
H  1.82925  -4.90621  -3.75444  0.13
H  3.06202  -4.34568  -0.26105  0.10
H  -3.07955  -0.40851  -1.38859  0.08
H  -1.80262  -1.75645  -3.58456  0.09
H  -0.13151  2.51577  0.33720  0.05
H  -5.32631  -0.95987  -1.62042  0.11
H  -7.35761  0.08054  -0.32811  0.14
H  -5.87767  -0.12484  1.76282  0.11
H  5.95481  0.73781  0.28757  0.11
H  -0.20202  -1.88128  -4.44545  0.10
H  4.87094  1.09868  1.64190  0.08
H  3.98013  0.54880  -2.05372  0.08
H  -1.99964  1.02804  -0.93035  0.08
H  -5.64138  1.67661  -3.16291  0.13
H  -4.48033  0.35766  -3.46611  0.14
H  -2.56025  3.20766  -2.11124  0.09
H  -3.08942  2.02246  0.76540  0.10
H  3.93284  2.22633  -2.42294  0.07
H  4.77436  3.40010  1.10521  0.13
H  2.15823  -1.02105  -3.33394  0.11
H  0.53697  1.87845  -1.78887  0.08
H  -5.87093  2.95208  1.71230  0.10
H  -4.48441  -0.52258  0.67698  0.09
H  2.31270  -5.72613  -2.30217  0.13
H  2.86368  -2.60393  -0.31783  0.08

---

Entry 4:
Computed, not measured: 17 unconnected molecules or ions with the total composition H34O17, with ωB97M-V with the def2-TZVPD basis set.

Calculated values
HOMO-LUMO gap	0.38327	Ha
E_HOMO	-0.39164	hartree
lowest unoccupied orbital energy	-0.2	eV
strongest force on any atom	0.0416	hartree/bohr
DFT total energy	-1299.3736	Eh
energy relative to the best compared isomer or geometry (same formula, charge and spin)	98.1	kcal per mole

Each line ends with the Löwdin charge.
Atoms and positions in Å:
O  -3.31227  -0.27127  -3.06525  -0.06
O  -0.35583  0.18132  -5.26743  -0.07
O  0.15027  -1.02137  5.30685  -0.05
O  -2.80884  -0.11411  0.81147  -0.05
O  -0.45396  -1.54867  -2.96245  -0.09
O  -2.25622  -1.62421  3.76876  -0.06
O  -2.47325  4.40239  2.47591  -0.10
O  1.16508  -4.21339  -2.85180  -0.06
O  3.68050  4.30777  0.43924  -0.06
O  1.33908  -3.92206  1.84695  -0.04
O  0.53476  -3.08474  -0.81782  -0.07
O  4.17331  1.04427  3.31428  -0.03
O  2.82906  -1.09338  1.41209  -0.06
O  4.04788  1.14038  -4.47625  -0.06
O  -3.50247  1.97746  2.65360  -0.05
O  -0.71836  0.47960  -1.34725  -0.06
O  -0.29005  3.55791  -2.18672  -0.06
H  0.77747  -1.38510  5.92412  0.03
H  -3.12252  -2.00967  3.59755  0.04
H  -1.25550  -2.03369  -2.70456  0.06
H  -0.98960  3.26529  -2.79881  0.04
H  0.40173  -4.79383  -2.81158  0.04
H  -2.45426  -0.54539  0.01864  0.04
H  -2.33614  -0.66492  1.45794  0.03
H  -3.66834  1.60671  3.52848  0.06
H  0.79582  -3.42357  -3.27004  0.02
H  -2.37876  -1.09763  4.56443  0.03
H  -0.27827  -0.31667  -4.43794  -0.02
H  -3.38336  -1.10639  -3.54857  0.04
H  -3.13172  1.18406  2.23352  0.01
H  1.27866  -3.02600  1.51934  -0.02
H  -2.68099  3.48335  2.17491  -0.01
H  4.00491  1.31476  4.21274  0.04
H  -1.28626  1.10713  -0.89602  0.03
H  4.16897  3.57905  0.04479  0.03
H  0.30627  -2.47837  -0.09548  0.05
H  -0.99118  3.96896  -1.64910  0.04
H  3.29243  -0.44781  1.96719  0.00
H  4.93531  1.45546  2.91390  0.04
H  -0.09908  -1.77847  -2.07324  0.02
H  0.03140  -0.07157  5.32521  0.04
H  3.09508  4.60542  -0.26438  0.03
H  2.46011  -1.61339  2.13499  0.02
H  3.10743  1.35228  -4.56007  0.03
H  1.49767  -3.03544  -0.75076  0.07
H  0.53881  -4.07171  2.35998  0.05
H  -2.88487  4.75821  1.66940  0.03
H  -1.18095  -0.16548  -5.61606  0.02
H  -4.01960  0.16884  -3.55959  0.04
H  4.09068  1.13785  -3.51129  0.03
H  -0.39006  0.87980  -2.15385  0.02